{"formula": "C2H5N2Si", "method": "ωB97M-V/def2-TZVPD", "symbols": ["C", "C", "N", "N", "Si", "H", "H", "H", "H", "H"], "positions_angstrom": [[-0.4899, 1.3444, 0.0360], [-1.1712, -0.7821, -0.0383], [-1.4928, 0.5211, 0.0375], [0.1004, -1.1057, 0.0186], [1.2020, 0.3075, 0.0526], [-0.5653, 2.4372, 0.3075], [-2.0921, -1.3004, -0.3679], [0.5526, -2.0207, -0.0102], [1.7277, -0.2236, -1.2248], [2.2286, 0.8223, 1.1891]], "atomic_forces_ev_per_a": [[-0.074, 2.776, 1.038], [-3.347, -0.288, -0.693], [3.257, -0.765, -0.488], [0.722, -0.149, 1.189], [-0.048, 0.355, 0.408], [0.231, -1.149, -0.488], [1.158, -1.056, 0.670], [-1.229, -0.100, -0.244], [0.749, 1.133, -0.063], [-1.418, -0.756, -1.329]], "lowdin_spin": [0.63, 0.24, 0.65, 0.12, 0.20, 0.06, 0.01, 0.00, 0.04, 0.05], "de_lowest_kj_mol": 0.0, "orbital_gap_ev": [8.78, 7.53], "charge": 1, "multiplicity": 3, "homo_energy_ev": [-12.8, -16.3], "total_energy_ha": -477.79686}



{"formula": "C19H61N3O13", "method": "ωB97M-V/def2-TZVPD", "symbols": ["C", "O", "C", "C", "N", "C", "C", "O", "C", "H", "H", "H", "H", "H", "H", "H", "H", "H", "H", "H", "H", "H", "H", "H", "C", "O", "C", "C", "N", "C", "C", "O", "C", "H", "H", "H", "H", "H", "H", "H", "H", "H", "H", "H", "H", "H", "H", "H", "C", "O", "C", "C", "N", "C", "C", "O", "C", "H", "H", "H", "H", "H", "H", "H", "H", "H", "H", "H", "H", "H", "H", "H", "C", "O", "H", "H", "H", "H", "O", "H", "H", "O", "H", "H", "O", "H", "H", "O", "H", "H", "O", "H", "H", "O", "H", "H"], "positions_angstrom": [[-3.9471, 3.0130, -4.5832], [-3.7482, 2.9563, -3.1833], [-2.7395, 2.0878, -2.7392], [-2.5792, 2.0525, -1.2266], [-1.5774, 1.0419, -0.9439], [-1.2455, 0.9450, 0.4787], [-0.8275, 2.1943, 1.2172], [-1.9065, 3.0053, 1.6389], [-1.6688, 4.4062, 1.7819], [-3.0460, 3.0685, -5.1971], [-4.5089, 3.9329, -4.7479], [-4.6089, 2.1682, -4.7980], [-1.7521, 2.3965, -3.1261], [-2.7302, 1.1275, -3.2773], [-3.5045, 1.7871, -0.6907], [-2.2855, 3.0236, -0.8279], [-2.0624, 0.1615, -1.2007], [-0.4836, 0.1700, 0.6123], [-2.0756, 0.4316, 0.9909], [-0.0501, 2.7709, 0.7026], [-0.3727, 1.8964, 2.1729], [-0.6015, 4.6172, 1.7215], [-2.1669, 4.7625, 2.6817], [-2.2243, 4.8323, 0.9404], [0.1963, -1.2753, -5.2112], [-0.3797, -1.9375, -4.1104], [0.2295, -3.1748, -3.7465], [-0.4615, -3.6546, -2.4828], [-1.9147, -3.6172, -2.6808], [-2.6103, -3.5226, -1.4175], [-2.5556, -2.0975, -0.8407], [-3.0051, -1.1519, -1.7807], [-4.4192, -1.0514, -1.9389], [0.0485, -1.7779, -6.1759], [1.2897, -1.3893, -5.1848], [-0.0097, -0.2163, -5.3334], [1.3175, -3.2092, -3.6306], [0.0586, -3.8371, -4.6036], [-0.1417, -3.0433, -1.6304], [-0.2113, -4.6948, -2.2605], [-2.0234, -2.7199, -3.1468], [-2.2118, -4.2373, -0.6905], [-3.6320, -3.9047, -1.4989], [-1.5554, -1.8075, -0.5076], [-3.1046, -2.0842, 0.1119], [-4.8094, -1.9000, -2.5053], [-4.5329, -0.1753, -2.5768], [-4.8324, -0.9126, -0.9380], [2.4371, -1.7748, 3.0430], [1.2576, -2.1774, 3.7051], [0.4033, -1.0584, 4.0262], [1.0043, -0.0135, 4.9682], [1.5113, 1.1666, 4.2277], [1.6844, 2.2859, 5.1723], [2.1233, 3.5405, 4.5099], [3.1377, 3.3851, 3.5177], [3.1762, 4.5349, 2.6953], [3.1595, -1.2920, 3.7073], [2.2960, -1.2586, 2.0885], [2.8806, -2.7339, 2.7544], [-0.5792, -1.4317, 4.2963], [0.3703, -0.5789, 3.0399], [1.8358, -0.4719, 5.5167], [0.2755, 0.3306, 5.7013], [2.2944, 0.8163, 3.6900], [2.3133, 1.9620, 6.0090], [0.6734, 2.3985, 5.5658], [2.5815, 4.2127, 5.2481], [1.2901, 4.1261, 4.1053], [3.3298, 5.4804, 3.2280], [2.2112, 4.6337, 2.1882], [3.9869, 4.5014, 1.9707], [0.7825, -4.5843, 0.9319], [0.4566, -4.3770, 2.3033], [1.6064, -5.2796, 0.7536], [-0.1229, -4.9747, 0.4650], [1.0204, -3.5952, 0.5248], [1.2215, -3.9298, 2.6832], [2.8139, 1.0186, -3.4716], [3.1137, 0.4266, -4.1671], [2.0767, 0.5478, -3.0426], [4.4486, 0.3799, -0.3674], [5.2978, 0.1591, 0.0282], [3.8786, 0.5980, 0.3796], [0.3684, 0.0081, -2.3952], [-0.0561, -0.5914, -3.0555], [-0.3771, 0.4507, -1.9319], [1.4755, -1.3710, -0.3268], [1.0641, -0.9460, -1.1118], [1.7140, -0.6364, 0.2502], [2.1790, 1.1750, 1.3301], [2.4996, 2.0194, 0.9888], [1.5659, 1.4161, 2.0403], [3.1133, -3.6434, -0.2416], [3.5456, -3.5055, -1.0882], [2.6433, -2.8054, -0.0699]], "atomic_forces_ev_per_a": [[-0.875, 0.043, 0.752], [0.333, 0.309, 0.620], [1.469, 0.441, -1.097], [-0.791, -0.280, -0.109], [0.026, -0.089, 0.352], [-0.477, -1.065, 0.203], [0.429, 0.164, 1.169], [-0.603, -0.027, -0.104], [-0.786, -0.969, -1.021], [0.173, -0.342, 0.197], [-0.024, -0.061, -0.128], [0.308, -0.053, -0.773], [0.009, 0.695, 0.156], [-0.970, -0.529, 0.686], [-0.194, 0.176, -0.271], [0.092, 0.035, -0.293], [0.478, 0.626, 0.204], [0.463, 0.383, -0.282], [-0.272, 0.671, 0.359], [-0.245, -0.001, -0.448], [0.313, -0.446, -0.216], [-0.047, 0.330, 0.215], [0.408, -0.054, 0.249], [0.443, 0.629, -0.015], [1.898, -1.129, -1.328], [0.212, 0.955, 0.104], [-0.449, -0.963, -0.645], [-0.232, -0.467, -0.106], [0.519, 0.459, -0.273], [-0.052, -0.095, 0.620], [-0.217, -1.159, 0.821], [-0.024, -0.087, -0.126], [0.888, 0.202, -0.275], [-0.947, -0.098, 0.117], [0.108, 0.431, 0.561], [-0.544, -0.054, 0.614], [0.059, 0.925, 0.210], [-0.264, -0.326, 0.200], [0.132, 0.033, -0.049], [0.446, 0.101, -0.062], [-0.678, -0.171, -0.160], [0.445, 0.196, 0.004], [-0.215, 0.507, -0.332], [0.247, -0.091, -0.556], [-0.505, 0.235, -0.218], [-0.173, -0.165, 0.421], [-0.374, 0.127, 0.272], [-0.556, -0.090, -0.266], [0.362, -1.575, -0.089], [-0.233, 0.884, 1.057], [1.066, 0.006, -1.651], [0.259, -0.033, -0.220], [-1.154, -0.632, 0.205], [0.085, -1.838, -0.669], [0.989, 1.751, 0.132], [-0.192, -0.211, -0.179], [-0.238, 0.298, -0.081], [-0.096, 0.335, -0.093], [-0.312, 0.416, 0.398], [0.377, 0.178, 0.004], [0.130, -0.158, 0.201], [-0.897, 0.443, 0.121], [-0.139, -0.141, 0.250], [-0.108, -0.064, -0.041], [0.646, 0.823, 0.381], [0.278, 0.343, 0.018], [0.104, 0.467, 0.220], [-0.320, -0.041, 0.325], [-0.208, -0.401, -0.272], [-0.017, -0.163, 0.463], [0.023, 0.049, -0.280], [-0.016, -0.548, -0.005], [-0.615, 0.572, 0.222], [0.336, -0.644, 0.005], [-0.055, 0.111, 0.173], [0.041, -0.004, -0.123], [-0.218, -0.579, -0.348], [-0.511, -0.013, 0.264], [-0.113, -0.148, -0.091], [0.065, 0.033, 0.055], [0.028, 0.273, -0.039], [0.110, 0.055, 0.105], [-0.029, -0.004, -0.026], [0.011, -0.193, 0.009], [0.114, -0.823, -0.790], [0.361, 0.199, 0.659], [-0.023, 0.694, 0.241], [-0.217, -0.039, 0.269], [0.183, 0.051, -0.037], [0.076, 0.241, -0.140], [0.044, 0.106, -0.282], [-0.068, -0.043, -0.018], [0.050, -0.028, 0.210], [0.411, 0.133, -0.043], [0.119, 0.141, 0.031], [0.125, -0.136, -0.454]], "mulliken_charge": [-0.76, -0.43, -0.70, -0.33, 0.08, 0.51, -1.00, -0.43, -0.61, 0.31, 0.27, 0.28, 0.35, 0.41, 0.35, 0.23, -0.12, -0.45, 0.33, 0.40, 0.46, 0.20, 0.24, 0.27, -0.97, -0.53, -1.00, 0.35, -0.38, -1.18, 0.31, -0.19, -0.95, 0.32, 0.29, 0.32, 0.39, 0.49, -0.41, 0.44, 0.49, 0.36, 0.38, -0.40, 0.48, 0.29, 0.20, 0.36, -0.38, -0.51, 0.28, -1.27, 0.06, -0.92, -0.55, -0.34, -0.65, 0.32, 0.13, 0.45, 0.42, -0.35, 0.47, 0.51, 0.38, 0.44, 0.30, 0.42, 0.39, 0.35, 0.15, 0.28, 0.05, -0.58, 0.27, 0.17, -0.24, 0.34, -0.69, 0.28, 0.32, -0.59, 0.30, 0.32, -0.50, 0.35, 0.83, -0.07, 0.16, -0.18, -0.18, 0.21, -0.20, -0.63, 0.28, 0.25], "orbital_gap_ev": 9.47, "charge": 0, "smiles": "COCCNCCOC.COCCNCCOC.COCCNCCOC.CO.O.O.O.O.O.O", "homo_energy_ev": -8.9, "total_energy_ha": -1902.69212}



{"formula": "C47H54O3P2S5Se2Tl", "method": "ωB97M-V/def2-TZVPD", "symbols": ["Tl", "S", "P", "C", "P", "S", "C", "C", "C", "C", "C", "C", "C", "C", "C", "C", "C", "C", "C", "C", "C", "C", "C", "C", "C", "C", "C", "C", "C", "C", "H", "H", "H", "H", "H", "H", "H", "H", "H", "H", "H", "H", "H", "H", "H", "H", "H", "H", "H", "H", "C", "Se", "C", "C", "Se", "C", "H", "H", "H", "H", "H", "H", "H", "H", "H", "H", "O", "S", "C", "C", "C", "C", "S", "O", "C", "C", "C", "C", "C", "C", "C", "C", "C", "C", "C", "C", "H", "H", "H", "H", "H", "H", "H", "H", "H", "H", "H", "H", "H", "H", "H", "H", "H", "H", "C", "S", "C", "O", "H", "H", "H", "H", "H", "H"], "positions_angstrom": [[2.8534, -22.1128, 9.6537], [3.8657, -24.2632, 11.6159], [5.1698, -22.7157, 11.7729], [4.7274, -21.1102, 11.4077], [3.6645, -20.1721, 12.2743], [1.7756, -19.9188, 11.4146], [4.3490, -18.4542, 12.4536], [5.7152, -18.2216, 12.4875], [6.2719, -16.9471, 12.5979], [5.3780, -15.9316, 12.7968], [3.9980, -16.1567, 12.8174], [3.4678, -17.3919, 12.6348], [3.4399, -20.6044, 14.0540], [4.4948, -20.5178, 14.9118], [4.3454, -20.7111, 16.2613], [3.0864, -21.0522, 16.7392], [2.0119, -21.2400, 15.8738], [2.1613, -20.9031, 14.5237], [6.6166, -23.0221, 10.6463], [6.9825, -22.0862, 9.7040], [7.9712, -22.4183, 8.7102], [8.6845, -23.5825, 8.9286], [8.4271, -24.4631, 9.9671], [7.3470, -24.2229, 10.8511], [6.0735, -22.8808, 13.3828], [7.2062, -22.0803, 13.6150], [7.8587, -22.1757, 14.8707], [7.3055, -22.9659, 15.8948], [6.1202, -23.6999, 15.6897], [5.4962, -23.5782, 14.4280], [6.2210, -19.1668, 12.3190], [7.3305, -16.7390, 12.4758], [5.6882, -14.8978, 12.8923], [3.3600, -15.3393, 12.9916], [2.3830, -17.5423, 12.6881], [5.4414, -20.3498, 14.4201], [5.1719, -20.6415, 16.9522], [2.9191, -21.1174, 17.8055], [1.0525, -21.5787, 16.1713], [1.2702, -20.8470, 13.8976], [6.4544, -21.1514, 9.7039], [8.3136, -21.7443, 7.9602], [9.4402, -23.8881, 8.1942], [8.9376, -25.4009, 10.0768], [7.1106, -24.8614, 11.6847], [7.6540, -21.4382, 12.8179], [8.8515, -21.6388, 14.9601], [7.8794, -22.9476, 16.8852], [5.7115, -24.3364, 16.4768], [4.5397, -24.0025, 14.1907], [-0.9404, -21.9486, 10.5152], [-1.0989, -20.8538, 8.9176], [-1.1354, -19.1108, 9.8238], [-1.7724, -18.0084, 8.9538], [-1.2313, -18.0365, 7.0427], [-2.5900, -16.6992, 6.5717], [-0.0650, -21.7231, 11.1159], [-0.8427, -22.9632, 10.1826], [-1.8302, -21.7151, 11.0891], [-0.1590, -18.8377, 10.1289], [-1.7483, -19.1600, 10.7415], [-1.6243, -17.0448, 9.4761], [-2.8419, -18.2673, 8.8194], [-3.5815, -17.0196, 6.8666], [-2.6828, -16.7539, 5.4755], [-2.4513, -15.7207, 6.9206], [6.5216, -19.4219, 4.6265], [5.1019, -19.1149, 4.9068], [4.1660, -20.6534, 5.2447], [3.6741, -21.3370, 4.0056], [2.5447, -20.5967, 3.3162], [1.1777, -20.5404, 4.0247], [0.5519, -21.9816, 4.8499], [1.5781, -22.4026, 5.8204], [0.4806, -23.0967, 3.4271], [-0.6839, -23.1309, 2.6321], [-0.8039, -24.0727, 1.6310], [0.1344, -25.0689, 1.4744], [1.2423, -25.0912, 2.3414], [1.4649, -24.0793, 3.3069], [4.9262, -18.5216, 6.6480], [4.2678, -17.3223, 6.7507], [3.9906, -16.9233, 8.0962], [4.5693, -17.5516, 9.1890], [5.3736, -18.6492, 9.0223], [5.5561, -19.1630, 7.7483], [3.4219, -20.3370, 6.0027], [4.8510, -21.4237, 5.6715], [3.2980, -22.3725, 4.1510], [4.4728, -21.4126, 3.2502], [2.2914, -21.1437, 2.3816], [2.8689, -19.5707, 3.0705], [0.4341, -20.2825, 3.3112], [1.2436, -19.8176, 4.8656], [-1.3658, -22.3115, 2.7331], [-1.6821, -24.0117, 1.0147], [0.0575, -25.8013, 0.6752], [1.9095, -25.9432, 2.2567], [2.3256, -24.1353, 3.9227], [3.9534, -16.8101, 5.8522], [3.2792, -16.0640, 8.2303], [4.3329, -17.1738, 10.1772], [5.6889, -19.2072, 9.8443], [5.9821, -20.1421, 7.6522], [5.3037, -24.6686, 7.8593], [3.9837, -24.1917, 6.7492], [2.8415, -25.2600, 7.5779], [4.3038, -24.8056, 5.4427], [5.6916, -25.6510, 7.5970], [4.9300, -24.6537, 8.8711], [6.1323, -23.9848, 7.8693], [3.0966, -26.3228, 7.4358], [1.8937, -24.9812, 7.0948], [2.7099, -24.9972, 8.6341]], "atomic_forces_ev_per_a": [[0.116, 0.559, 0.203], [0.169, 0.247, -0.081], [0.824, 1.161, -0.185], [0.048, -1.262, -0.031], [-0.716, 0.469, -0.250], [1.052, -0.179, 0.506], [-0.618, -0.101, 0.318], [-0.258, -1.145, -0.617], [-0.154, -0.636, -0.113], [-0.633, 1.057, -0.127], [1.036, 0.341, 0.164], [-0.579, -0.770, 0.268], [-2.019, 0.460, -1.194], [1.172, -0.133, -0.411], [-0.421, -0.130, 0.463], [-0.380, -0.161, 0.226], [0.879, 0.819, -0.928], [0.086, -0.395, 0.694], [-0.124, -1.027, 1.168], [0.965, -0.713, -1.764], [-0.532, -0.019, 2.789], [0.535, -0.590, -1.176], [-1.869, -0.078, 1.301], [0.859, 1.478, -1.769], [-0.143, 1.221, 0.083], [0.957, -0.552, 0.461], [0.134, 0.490, -1.093], [0.899, 0.087, 0.922], [0.532, 0.855, -0.623], [0.623, -0.347, 0.641], [0.925, 0.275, -0.033], [-0.084, -0.240, 0.217], [0.276, -0.038, 0.024], [-0.733, 1.019, 0.156], [0.483, -0.072, -0.236], [0.390, 0.243, 0.502], [0.142, 0.135, -0.042], [0.088, -0.330, 0.114], [-0.698, -0.085, 0.701], [0.474, -0.242, -0.142], [-0.227, 0.222, -0.111], [-0.196, 0.488, -0.542], [-0.128, 0.270, 0.308], [0.527, -0.136, -0.107], [-0.116, -0.313, -0.022], [-0.532, -0.689, 0.642], [-1.407, -0.635, 0.308], [-1.087, -0.385, -1.410], [-0.008, 0.351, -0.230], [-0.287, -0.605, 0.266], [0.084, 0.727, 0.138], [0.140, 0.329, 0.044], [-1.270, 0.307, -0.339], [-0.457, -1.108, 0.047], [-0.135, 0.931, 0.684], [-0.607, -1.910, -1.511], [0.146, 0.281, -0.132], [-0.408, -0.586, -0.077], [-0.145, -0.555, 0.183], [1.046, 0.151, 0.120], [0.194, -0.295, -0.335], [-0.110, -0.278, -0.694], [0.429, 0.498, 0.471], [-0.119, -0.321, 0.556], [0.418, 0.445, 0.262], [0.669, 1.291, 0.418], [0.272, -0.322, -0.170], [-0.441, -0.007, 1.248], [0.876, -0.887, 0.806], [-1.010, -0.311, -1.252], [-0.961, -0.533, -0.989], [1.702, 0.846, 1.175], [-0.963, 0.107, -0.235], [0.390, -0.613, 0.211], [0.144, -0.783, 0.228], [1.686, 0.448, 0.415], [-0.573, 0.373, 0.076], [1.070, -0.017, 0.607], [-0.272, 0.256, -0.130], [-1.619, -0.898, -1.528], [1.684, -0.516, -0.813], [-0.318, -0.458, 2.200], [-0.583, 1.441, -1.227], [-0.962, 1.232, -0.170], [-0.266, -0.216, -1.731], [-1.378, 0.390, -0.521], [0.102, -0.581, -0.590], [-0.143, 0.998, 0.420], [0.764, 0.717, 0.506], [0.089, 0.009, 0.415], [0.581, 0.469, 0.142], [-0.335, -0.290, -0.055], [-0.850, 0.610, -0.456], [-0.445, -0.125, -0.505], [-0.645, 0.092, 0.111], [-0.172, -0.145, -0.352], [-0.115, 0.011, 0.257], [0.241, 0.289, 0.077], [0.611, 0.024, 0.695], [-0.340, 0.145, 0.192], [0.942, -0.830, 0.080], [0.051, -0.128, -0.059], [0.692, -0.650, 1.334], [0.471, -0.220, -0.338], [0.567, 0.082, 0.195], [0.897, 0.200, 1.268], [-1.581, -0.009, -0.252], [-0.111, -0.277, -1.070], [-0.283, -0.172, -0.108], [-0.248, -0.171, 0.411], [0.320, 0.452, -0.436], [-0.021, 0.479, -0.001], [-0.011, -0.579, 0.050], [0.380, -0.077, -0.177]], "mulliken_charge": [0.69, -0.54, 1.70, -1.20, 1.02, -0.70, 0.36, 0.13, -0.94, -0.49, -0.61, -0.76, 0.83, -0.20, -0.84, -0.63, -0.75, -0.66, 0.16, 0.59, -0.93, -0.34, -0.75, -0.52, -0.13, -0.41, -0.49, -0.28, -0.91, -0.06, 0.24, 0.42, 0.32, 0.48, 0.26, 0.35, 0.43, 0.37, 0.49, 0.26, -0.33, 0.61, 0.30, 0.37, 0.43, 0.24, 0.31, 0.26, 0.40, 0.43, -0.58, 0.15, -0.57, -0.84, 0.14, -1.07, -0.04, 0.30, 0.33, 0.19, 0.36, 0.39, 0.36, 0.31, 0.29, 0.34, -0.71, 0.41, -0.21, 0.29, -1.01, -0.81, 0.13, -0.12, 0.48, -0.55, -0.54, -0.47, -0.76, -0.30, 0.53, -0.66, -0.71, 0.06, 0.16, -0.61, 0.35, 0.06, -0.85, 0.61, 0.41, 0.47, 0.65, 0.34, 0.41, 0.37, 0.37, 0.43, 0.40, 0.46, 0.30, 0.09, 0.24, 0.20, -0.55, 0.91, -1.01, -0.75, 0.42, 0.15, -0.02, 0.37, 0.34, 0.16], "de_lowest_kj_mol": 165.3, "orbital_gap_ev": 6.25, "charge": -1, "homo_energy_ev": -4.4, "total_energy_ha": -9698.02078}